Record 1
The following is a DFT calculation (wB97M-V/def2-TZVPD) of C19H21BCoF2NO5 as an isolated structure at a distorted geometry.

Each line ends with the natural charge from an NBO analysis.
Positions of all 50 atoms, in Å:
Co (-0.770, 0.514, -0.432)  1.49
O (-5.170, -2.952, -1.442)  -0.70
C (-3.906, -2.434, -1.147)  0.34
C (-3.468, -2.508, 0.117)  -0.37
C (-2.235, -1.739, 0.518)  -0.39
N (-1.505, -1.237, -0.651)  -0.76
C (-2.059, -1.226, -1.883)  0.12
C (-3.240, -1.762, -2.247)  -0.43
C (-1.313, -0.329, -2.892)  0.76
O (-1.413, -0.573, -4.096)  -0.66
O (-0.727, 0.724, -2.364)  -0.89
C (-2.628, -0.447, 1.390)  0.79
O (-3.374, -0.567, 2.371)  -0.69
O (-2.023, 0.631, 1.084)  -0.87
H (-5.631, -3.195, -0.608)  0.47
H (-4.063, -2.949, 0.884)  0.21
H (-3.580, -1.688, -3.300)  0.25
C (2.572, -1.161, 2.007)  -0.65
C (2.260, 0.010, 1.141)  0.02
C (2.530, -0.008, -0.240)  -0.01
C (3.439, -1.025, -0.847)  -0.64
C (2.041, 1.060, -1.013)  0.02
C (2.230, 1.036, -2.478)  -0.66
C (1.325, 2.143, -0.459)  -0.07
C (0.902, 3.292, -1.302)  -0.66
C (1.005, 2.129, 0.908)  -0.04
C (0.168, 3.225, 1.512)  -0.66
C (1.427, 1.047, 1.684)  -0.03
C (0.798, 0.768, 3.020)  -0.65
H (3.155, -0.788, 2.792)  0.21
H (3.029, -2.026, 1.535)  0.22
H (1.653, -1.504, 2.448)  0.23
H (3.062, -2.015, -0.894)  0.23
H (4.268, -1.146, -0.137)  0.21
H (3.789, -0.651, -1.764)  0.22
H (1.290, 1.365, -2.901)  0.27
H (2.559, 0.120, -2.883)  0.22
H (2.881, 1.867, -2.640)  0.20
H (0.374, 4.083, -0.770)  0.22
H (0.143, 2.935, -2.000)  0.26
H (1.747, 3.738, -1.980)  0.21
H (0.322, 3.261, 2.576)  0.21
H (-0.874, 2.957, 1.445)  0.25
H (0.411, 4.245, 1.207)  0.21
H (-0.077, 0.104, 2.701)  0.25
H (0.446, 1.643, 3.553)  0.22
H (1.451, 0.192, 3.682)  0.21
F (-0.049, -2.975, 1.101)  -0.49
B (-1.303, -2.735, 1.352)  1.31
F (-1.869, -3.448, 2.343)  -0.50

**2S+1**: 4
**HOMO energy (alpha / beta)**: -3.5 / -3.6 eV
**Net charge**: -1
**⟨S²⟩**: 3.760
**Orbital gap (alpha / beta)**: 6.26 / 6.30 eV
**E**: -2775.13851 Eh



Record 2
The following is a DFT calculation (wB97M-V/def2-TZVPD) of one molecule with the formula C19H21BrN4O4.

Each line ends with the natural charge from an NBO analysis.
Positions of all 49 atoms, in Å:
C (1.478, -1.733, 1.675)  -0.64
C (0.410, -0.823, 1.077)  -0.06
H (0.784, 0.197, 0.941)  0.18
H (-0.453, -0.779, 1.750)  0.19
O (-0.112, -1.322, -0.141)  -0.54
C (0.496, -0.989, -1.323)  0.33
C (1.752, -0.416, -1.412)  -0.28
C (2.344, -0.119, -2.642)  -0.09
C (1.652, -0.409, -3.814)  -0.22
C (0.393, -0.960, -3.723)  -0.10
C (-0.223, -1.254, -2.508)  0.23
O (-1.454, -1.816, -2.611)  -0.47
C (-2.346, -1.793, -1.529)  -0.15
H (-2.085, -2.562, -0.791)  0.20
C (-2.402, -0.411, -0.861)  0.68
O (-1.951, 0.574, -1.395)  -0.60
N (-3.011, -0.462, 0.352)  -0.63
C (-3.199, 0.565, 1.291)  0.22
C (-2.701, 1.846, 1.082)  -0.26
C (-2.892, 2.830, 2.035)  -0.20
C (-3.578, 2.546, 3.201)  -0.23
C (-4.074, 1.270, 3.408)  -0.19
C (-3.897, 0.265, 2.470)  -0.08
C (-4.450, -1.109, 2.726)  -0.64
H (-3.656, -1.857, 2.763)  0.21
H (-5.165, -1.396, 1.954)  0.22
H (-4.967, -1.128, 3.682)  0.23
H (-4.612, 1.048, 4.318)  0.21
H (-3.730, 3.311, 3.947)  0.21
H (-2.502, 3.821, 1.860)  0.22
H (-2.172, 2.065, 0.171)  0.25
H (-3.359, -1.363, 0.644)  0.40
H (-3.322, -2.026, -1.969)  0.21
Br (-0.583, -1.352, -5.294)  0.07
H (2.080, -0.198, -4.781)  0.23
C (3.662, 0.468, -2.709)  0.06
N (4.331, 0.738, -1.656)  -0.25
N (5.548, 1.279, -1.759)  -0.46
C (6.319, 1.585, -0.647)  0.77
O (7.416, 2.079, -0.769)  -0.64
N (5.727, 1.261, 0.524)  -0.84
H (4.779, 0.926, 0.509)  0.41
H (6.174, 1.516, 1.385)  0.41
H (5.957, 1.484, -2.671)  0.38
H (4.063, 0.670, -3.708)  0.16
H (2.320, -0.186, -0.529)  0.23
H (1.070, -2.729, 1.832)  0.21
H (1.803, -1.332, 2.631)  0.22
H (2.338, -1.819, 1.016)  0.21

**HOMO energy**: -8.0 eV
**Net charge**: 0
**SMILES**: CCOc1cc(/C=N/NC(N)=O)cc(Br)c1OCC(=O)Nc1ccccc1C
**Orbital gap**: 8.31 eV
**E**: -3830.63108 Eh



Record 3
The following is a DFT calculation (wB97M-V/def2-TZVPD) of one molecule with the formula C19H21ClN2O2 at a distorted geometry.

Each line ends with the natural charge from an NBO analysis.
Positions of all 45 atoms, in Å:
Cl (1.712, -0.562, -5.908)  -0.01
O (3.033, -0.399, 1.106)  -0.76
O (2.307, -0.134, 3.197)  -0.53
C (-4.782, -0.933, -0.018)  -0.21
C (-4.089, 0.193, 0.413)  -0.23
C (-4.088, -2.039, -0.493)  -0.20
C (-0.078, -0.076, -3.891)  -0.22
C (1.835, -1.367, -3.258)  -0.23
C (-2.710, 0.221, 0.290)  -0.17
C (-2.705, -2.019, -0.565)  -0.21
C (-0.561, -0.133, -2.618)  -0.23
C (1.357, -1.453, -1.936)  -0.21
C (1.128, -0.679, -4.233)  -0.02
C (-1.989, -0.908, -0.192)  -0.04
C (0.102, -0.883, -1.625)  0.07
N (0.282, 0.005, 0.626)  -0.49
N (1.627, 1.875, 2.347)  -0.47
C (-0.448, -0.936, -0.237)  -0.10
C (3.321, 0.296, 2.300)  0.35
C (3.110, 1.767, 2.316)  -0.26
C (0.599, 1.356, 0.053)  -0.24
C (0.967, 2.406, 1.136)  -0.22
C (0.035, -0.030, 2.094)  -0.26
C (1.134, 0.643, 2.965)  0.24
H (2.062, -0.333, 0.954)  0.50
H (-5.854, -1.014, 0.022)  0.21
H (-4.705, 1.026, 0.734)  0.22
H (-4.641, -2.939, -0.680)  0.21
H (-0.651, 0.393, -4.671)  0.23
H (2.752, -1.934, -3.531)  0.23
H (-2.223, 1.140, 0.606)  0.20
H (-2.114, -2.889, -0.865)  0.21
H (-1.451, 0.426, -2.371)  0.23
H (1.965, -1.964, -1.177)  0.23
H (-0.139, -1.887, 0.160)  0.22
H (4.328, 0.043, 2.630)  0.18
H (3.578, 2.250, 1.452)  0.21
H (3.523, 2.185, 3.214)  0.20
H (1.456, 1.241, -0.655)  0.20
H (-0.232, 1.744, -0.524)  0.19
H (0.012, 2.866, 1.452)  0.19
H (1.567, 3.208, 0.671)  0.22
H (-0.055, -1.079, 2.439)  0.23
H (-0.961, 0.401, 2.341)  0.19
H (0.683, 0.903, 3.928)  0.18

**HOMO energy**: -8.6 eV
**Net charge**: 0
**SMILES**: O[C@H]1CN2CCN([C@@H](c3ccccc3)c3ccc(Cl)cc3)C[C@H]2O1
**Orbital gap**: 9.23 eV
**E**: -1456.75853 Eh



net charge of number 2 (C19H21BrN4O4)? 0



Which of these has the highest E? C19H21ClN2O2



Look up the E of the second one. -3830.63108 Eh



Copy entry 3 word for word.
The following is a DFT calculation (wB97M-V/def2-TZVPD) of one molecule with the formula C19H21ClN2O2 at a distorted geometry.

Each line ends with the natural charge from an NBO analysis.
Positions of all 45 atoms, in Å:
Cl (1.712, -0.562, -5.908)  -0.01
O (3.033, -0.399, 1.106)  -0.76
O (2.307, -0.134, 3.197)  -0.53
C (-4.782, -0.933, -0.018)  -0.21
C (-4.089, 0.193, 0.413)  -0.23
C (-4.088, -2.039, -0.493)  -0.20
C (-0.078, -0.076, -3.891)  -0.22
C (1.835, -1.367, -3.258)  -0.23
C (-2.710, 0.221, 0.290)  -0.17
C (-2.705, -2.019, -0.565)  -0.21
C (-0.561, -0.133, -2.618)  -0.23
C (1.357, -1.453, -1.936)  -0.21
C (1.128, -0.679, -4.233)  -0.02
C (-1.989, -0.908, -0.192)  -0.04
C (0.102, -0.883, -1.625)  0.07
N (0.282, 0.005, 0.626)  -0.49
N (1.627, 1.875, 2.347)  -0.47
C (-0.448, -0.936, -0.237)  -0.10
C (3.321, 0.296, 2.300)  0.35
C (3.110, 1.767, 2.316)  -0.26
C (0.599, 1.356, 0.053)  -0.24
C (0.967, 2.406, 1.136)  -0.22
C (0.035, -0.030, 2.094)  -0.26
C (1.134, 0.643, 2.965)  0.24
H (2.062, -0.333, 0.954)  0.50
H (-5.854, -1.014, 0.022)  0.21
H (-4.705, 1.026, 0.734)  0.22
H (-4.641, -2.939, -0.680)  0.21
H (-0.651, 0.393, -4.671)  0.23
H (2.752, -1.934, -3.531)  0.23
H (-2.223, 1.140, 0.606)  0.20
H (-2.114, -2.889, -0.865)  0.21
H (-1.451, 0.426, -2.371)  0.23
H (1.965, -1.964, -1.177)  0.23
H (-0.139, -1.887, 0.160)  0.22
H (4.328, 0.043, 2.630)  0.18
H (3.578, 2.250, 1.452)  0.21
H (3.523, 2.185, 3.214)  0.20
H (1.456, 1.241, -0.655)  0.20
H (-0.232, 1.744, -0.524)  0.19
H (0.012, 2.866, 1.452)  0.19
H (1.567, 3.208, 0.671)  0.22
H (-0.055, -1.079, 2.439)  0.23
H (-0.961, 0.401, 2.341)  0.19
H (0.683, 0.903, 3.928)  0.18

**HOMO energy**: -8.6 eV
**Net charge**: 0
**SMILES**: O[C@H]1CN2CCN([C@@H](c3ccccc3)c3ccc(Cl)cc3)C[C@H]2O1
**Orbital gap**: 9.23 eV
**E**: -1456.75853 Eh